P.
DFT (ωB97M-V/def2-TZVPD) results for a cluster of 2 separate species, C2H7N4O in total.

Last column: natural (NBO) charge in e.
Element x y z (Å)
C  0.297  0.265  -1.158  -0.0455
C  -2.693  0.146  0.052  0.8564
N  1.886  1.042  0.485  -0.5973
N  1.074  0.123  -0.114  0.0926
N  1.027  -0.877  0.800  -0.5888
N  -2.419  -0.942  0.404  -0.8216
O  -2.848  1.211  -0.339  -0.4984
H  -0.303  -0.538  -1.591  0.2517
H  1.904  1.924  0.039  0.3947
H  0.691  -1.776  0.570  0.4121
H  0.965  -0.522  1.673  0.4074
H  2.887  0.718  0.541  0.4158
H  0.266  1.161  -1.819  0.2535
H  -2.735  -1.935  0.458  0.4673

Values from the calculation:
* molar mass: 103.10 g mol⁻¹
* frontier orbital gap: 9.74 eV
* net charge: +1

Q.
DFT (ωB97M-V/def2-TZVPD) results for the ion C2H7N4O with charge +1.

Last column: natural (NBO) charge in e.
Element x y z (Å)
H  0.101  0.603  -2.421  0.3634
N  0.285  -0.264  -1.933  -0.5569
C  0.454  -0.300  -0.710  0.3755
C  0.807  -1.495  0.127  -0.3409
N  0.479  -1.110  1.483  -0.2881
O  0.532  0.304  1.488  -0.1873
N  0.362  0.810  0.245  0.0009
N  -0.983  1.588  0.042  -0.5899
H  0.287  -2.392  -0.201  0.2682
H  1.889  -1.669  0.050  0.2542
H  -0.424  -1.447  1.814  0.3633
H  -1.018  1.919  -0.930  0.4463
H  -0.926  2.398  0.682  0.4578
H  -1.844  1.053  0.263  0.4334

Values from the calculation:
* molar mass: 103.10 g mol⁻¹
* frontier orbital gap: 9.76 eV
* net charge: +1

R.
DFT (ωB97M-V/def2-TZVPD) results for a cluster of 2 separate species, C2H7N4O in total.

Last column: natural (NBO) charge in e.
Element x y z (Å)
C  -0.318  0.772  -0.044  0.4876
C  -1.713  -1.231  -0.044  -0.2866
N  3.218  -0.966  0.127  -0.2818
N  2.746  0.058  -0.152  0.3057
N  -1.300  1.543  0.220  -0.7867
N  2.007  1.011  -0.067  -0.2728
O  -0.443  -0.523  0.055  -0.5107
H  -1.459  -2.217  0.279  0.2254
H  -2.176  -1.350  -1.083  0.2195
H  -2.402  -0.777  0.594  0.1737
H  2.880  -1.949  -0.114  0.4295
H  -1.136  2.550  0.035  0.4433
H  -2.231  1.089  0.445  0.4081
H  2.328  1.992  -0.251  0.4456

Values from the calculation:
* molar mass: 103.10 g mol⁻¹
* frontier orbital gap (spin up / spin down): 8.01 / 7.16 eV
* net charge: +1

S.
DFT (ωB97M-V/def2-TZVPD) results for the ion C2H7N4O with charge +1.

Last column: natural (NBO) charge in e.
Element x y z (Å)
C  1.915  0.325  -0.411  -0.4672
N  0.906  -0.027  0.563  0.0086
N  0.335  -1.441  0.071  -0.2501
N  -0.923  -1.164  -0.282  -0.3264
C  -1.363  -0.023  -0.004  0.6749
N  -2.508  0.595  -0.151  -0.8006
O  -0.210  0.770  0.514  -0.3454
H  2.500  1.283  -0.266  0.2665
H  2.533  -0.659  -0.508  0.2752
H  1.191  0.734  -1.219  0.2568
H  1.195  -0.169  1.514  0.4256
H  0.391  -2.088  0.855  0.3818
H  -3.292  0.232  -0.653  0.4493
H  -2.670  1.631  -0.023  0.4512

Values from the calculation:
* molar mass: 103.10 g mol⁻¹
* frontier orbital gap: 10.35 eV
* net charge: +1

Of them, the most stable is P and the least stable is R.